Entry 1:
ORCA calculation (wB97M-V/def2-TZVPD) on a structure of composition C15H26CdN7O3S3.

Last column: Mulliken charge in e.
CARTESIAN COORDINATES (ANGSTROEM)
Cd  -0.47042  -1.31275  -0.77966  2.598
N  0.02442  -3.51831  0.32794  -0.611
C  0.02682  -3.68087  1.77683  -0.875
C  -1.14644  -2.92381  2.38732  -1.030
N  -1.15899  -1.51331  2.03325  0.827
C  -0.12786  -0.73662  2.71569  -1.185
C  1.11231  -0.48912  1.86288  -0.704
N  0.71607  0.14216  0.59985  -0.361
C  -2.49570  -0.92881  2.10004  -0.870
C  -3.35242  -1.29762  0.89658  -0.872
N  -2.75205  -0.77219  -0.32674  -0.642
H  -0.67751  -4.09251  -0.12570  0.246
H  0.91798  -3.72396  -0.10310  0.173
H  0.96643  -3.28785  2.16524  0.268
H  -0.02896  -4.72755  2.09604  0.458
H  -1.13349  -3.06147  3.48070  0.342
H  -2.07070  -3.37894  2.02477  0.392
H  0.17364  -1.21787  3.65624  0.245
H  -0.53880  0.24040  2.97818  0.698
H  1.63799  -1.41109  1.61825  0.356
H  1.79648  0.14443  2.43699  0.446
H  1.53205  0.35722  0.03762  0.302
H  0.22129  1.00841  0.80045  -0.223
H  -2.38948  0.15790  2.11813  0.453
H  -3.02428  -1.21547  3.02210  0.291
H  -4.36557  -0.91764  1.06510  0.412
H  -3.43284  -2.38226  0.79786  0.432
H  -2.75942  0.24671  -0.34682  0.279
H  -3.21770  -1.11076  -1.16077  0.233
N  2.48045  -0.57579  -2.92961  -0.248
C  2.80681  -1.57209  -2.06411  0.416
N  3.91391  -2.30288  -2.38595  -0.462
O  2.16293  -1.80756  -1.04038  -0.458
H  2.79110  -0.64877  -3.88335  0.224
H  1.56797  -0.14905  -2.80579  -0.027
H  4.57913  -1.95799  -3.05368  0.178
H  4.24392  -2.93981  -1.68384  0.250
S  0.04509  -3.22755  -3.69024  -0.221
C  -0.83458  -2.72653  -2.48614  -0.657
O  -2.58422  4.04491  0.87342  -0.665
S  -1.40382  3.25966  0.67926  1.053
O  -0.77249  2.68491  1.84918  -0.619
N  -1.63860  2.04670  -0.40084  -0.492
C  -0.80227  2.11770  -1.40917  0.410
S  -0.64738  0.92098  -2.59648  -0.513
C  0.04869  3.35363  -1.40480  0.466
C  0.98144  3.76796  -2.33915  -0.550
C  1.65318  4.96195  -2.10899  -0.560
C  1.40107  5.72069  -0.96869  -0.445
C  0.46820  5.30294  -0.02662  -0.742
C  -0.18955  4.11735  -0.27795  -0.054
H  1.16347  3.16761  -3.22069  0.422
H  2.38258  5.31214  -2.82765  0.386
H  1.93674  6.64826  -0.81529  0.388
H  0.26342  5.88415  0.86232  0.446

Results
* LUMO energy (spin up / spin down): 0.00 / -0.02 eV
* electronic energy: -69620.7248 eV
* molecular weight: 561.0 g mol⁻¹
* F_max: 0.28 eV Å⁻¹
* multiplicity: 2
* Kohn-Sham gap (spin up / spin down): 5.46 / 8.28 eV



Entry 2:
ORCA calculation (wB97M-V/def2-TZVPD) on a cluster of 10 separate species, C15H26Cl18IN2O3S in total at a distorted geometry.

Last column: Mulliken charge in e.
CARTESIAN COORDINATES (ANGSTROEM)
C  5.40606  -2.51018  3.68185  -0.955
S  3.69611  -2.82275  3.05453  1.255
O  3.25359  -4.06701  3.67060  -0.608
O  3.79544  -2.98464  1.60870  -0.607
N  2.63053  -1.49198  3.36795  0.081
C  3.12708  -0.20406  3.49599  -0.124
N  2.03542  0.55931  3.77523  0.250
C  0.81792  -0.15787  3.82496  -0.294
C  1.23025  -1.51160  3.56044  0.169
C  0.28882  -2.73829  3.53634  -0.896
C  -0.39453  -2.99014  2.14594  0.265
O  -0.67134  -2.15698  1.34444  -0.369
I  -0.92431  -5.05726  1.67845  0.074
H  6.06128  -3.22083  3.10238  0.367
H  5.73527  -1.45175  3.51755  0.362
H  5.49410  -2.80952  4.76447  0.341
H  4.17233  0.17269  3.43439  0.272
H  2.16205  1.58634  3.93872  0.159
H  -0.17028  0.28899  4.04907  0.427
H  -0.51261  -2.65075  4.32510  0.402
H  0.87254  -3.66264  3.79916  0.445
C  -1.25692  -4.04613  -2.61849  0.082
Cl  -0.90620  -5.69620  -2.09151  -0.161
Cl  -2.96773  -3.83012  -2.98842  -0.141
H  -0.98361  -3.35917  -1.82048  -0.010
H  -0.67314  -3.82943  -3.50941  0.222
C  -2.83997  -0.39458  -0.67258  0.681
Cl  -1.66316  0.92933  -0.64739  -0.182
Cl  -3.40319  -0.72385  -2.31496  -0.147
H  -2.36947  -1.29058  -0.27522  -0.023
H  -3.69092  -0.12022  -0.05560  -0.323
C  -3.15724  -4.30753  -6.80487  -0.083
Cl  -3.50189  -4.83109  -8.45645  -0.140
Cl  -1.41473  -4.21464  -6.51006  -0.183
H  -3.59341  -3.32437  -6.64886  0.297
H  -3.59272  -5.01787  -6.11092  0.098
C  2.81236  5.04259  4.02219  -0.377
Cl  3.53413  5.80336  2.60912  -0.049
Cl  2.24977  3.39780  3.64972  -0.245
H  3.55547  4.98926  4.81304  0.356
H  1.96247  5.63579  4.35120  0.270
C  -5.50355  0.08784  2.73179  -0.342
Cl  -5.84982  -0.42281  1.07739  -0.146
Cl  -3.75835  0.16728  3.02679  -0.081
H  -5.93307  1.07256  2.89398  0.300
H  -5.94522  -0.62659  3.42096  0.284
C  3.12349  6.96532  -1.03804  0.287
Cl  4.81451  6.52823  -0.74784  -0.185
Cl  2.96636  8.66684  -1.47753  -0.141
H  2.73578  6.35404  -1.84964  0.259
H  2.55298  6.78114  -0.13145  -0.208
C  -1.13474  4.79165  1.98198  -0.244
Cl  0.15271  5.57174  1.05885  -0.073
Cl  -0.53865  4.20402  3.54339  -0.170
H  -1.92966  5.51143  2.15674  0.311
H  -1.51700  3.94891  1.41185  0.186
C  5.15098  5.64703  -4.23133  0.038
Cl  5.59668  7.33093  -4.52451  -0.131
Cl  3.91745  5.09752  -5.37318  -0.161
H  6.03514  5.02487  -4.34175  0.297
H  4.76083  5.55743  -3.22228  -0.052
C  -7.29991  -5.92791  -6.78808  -0.254
Cl  -5.63682  -6.46398  -6.52169  -0.130
Cl  -7.37034  -4.19184  -7.11304  -0.150
H  -7.70937  -6.46310  -7.64044  0.275
H  -7.88606  -6.14396  -5.89914  0.278

Results
* LUMO energy: -3.83 eV
* electronic energy: -269429.8565 eV
* molecular weight: 1079.5 g mol⁻¹
* F_max: 6.31 eV Å⁻¹
* charge: +1
* Kohn-Sham gap: 7.84 eV



Entry 3:
ORCA calculation (wB97M-V/def2-TZVPD) on the ion C15H26ClF2N4 with charge +1 at a distorted geometry.

Last column: Mulliken charge in e.
CARTESIAN COORDINATES (ANGSTROEM)
C  3.98030  0.90785  0.94056  -0.901
C  3.70457  -0.61752  1.38266  -0.233
C  2.53797  -0.64028  2.48199  -0.691
N  1.26452  -1.26118  2.05766  -0.604
N  0.36764  -0.33916  1.48639  1.075
N  -0.04887  0.60136  2.32285  -1.290
C  -0.93549  1.44296  1.67986  0.542
N  -1.42484  2.56282  2.52090  -0.448
C  -1.48290  1.40755  0.27413  -0.061
C  -2.53303  2.48779  -0.21315  -1.198
C  -4.02916  1.92890  -0.03753  -0.257
F  -4.28934  1.87799  1.38682  -0.319
C  -0.98615  0.25984  -0.59930  0.421
C  -1.46771  0.00581  -2.08147  0.682
F  -2.78571  0.45841  -2.36887  -0.362
C  -0.43537  0.56142  -3.18293  -0.721
C  0.97948  1.01090  -2.58795  -0.849
C  0.01196  -0.58552  0.17186  0.909
C  0.64069  -1.84215  -0.58840  -0.389
C  -0.08069  -3.21628  -0.20954  -0.848
C  -1.62532  -3.25922  -0.59548  -0.166
Cl  -1.87035  -3.87187  -2.32488  -0.198
H  3.21910  1.17635  0.14260  0.081
H  5.04863  1.04323  0.54671  0.341
H  3.86227  1.63882  1.81835  0.307
H  4.66778  -0.95158  1.91317  0.352
H  3.56423  -1.32873  0.51518  0.186
H  2.93585  -1.29159  3.34203  0.320
H  2.46997  0.40718  2.91157  0.379
H  0.79166  -1.78256  2.80839  0.334
H  -0.82500  3.39067  2.35132  0.297
H  -1.34185  2.27018  3.50162  0.327
H  -2.31619  2.71872  -1.30328  0.395
H  -2.45749  3.45324  0.37488  0.425
H  -4.81364  2.60554  -0.51215  0.322
H  -4.13567  0.85833  -0.40104  0.227
H  -1.48939  -1.13394  -2.22268  -0.425
H  -0.94537  1.39243  -3.77559  0.378
H  -0.22492  -0.29922  -3.91280  0.311
H  0.91978  1.81718  -1.79211  0.180
H  1.60325  0.10659  -2.27720  0.221
H  1.55502  1.47993  -3.46520  0.457
H  0.51549  -1.71597  -1.72230  0.320
H  1.74999  -1.97337  -0.41275  -0.063
H  0.06290  -3.45889  0.88875  0.303
H  0.43264  -4.03682  -0.81932  0.454
H  -2.15477  -2.25827  -0.47730  0.123
H  -2.18646  -4.00783  0.06300  0.355

Results
* LUMO energy: -4.69 eV
* electronic energy: -39883.8638 eV
* molecular weight: 335.9 g mol⁻¹
* F_max: 5.03 eV Å⁻¹
* charge: +1
* SMILES: CCCN[n+]1nc(N)c(CCF)c([C@@H](F)CC)c1CCCCl
* Kohn-Sham gap: 8.61 eV



Entry 4:
ORCA calculation (wB97M-V/def2-TZVPD) on a structure of composition C15H26ClIrN2O4PS3.

Last column: Mulliken charge in e.
CARTESIAN COORDINATES (ANGSTROEM)
Ir  0.35368  -1.07209  -0.53400  1.558
C  -0.10250  -3.19535  -3.03230  -0.643
C  -0.91896  -3.69753  -1.85602  -0.763
S  -0.33124  -3.21944  -0.20281  0.015
C  1.21262  -4.14470  0.07082  -0.860
C  2.38742  -3.58671  -0.70269  -0.629
S  2.45855  -1.77598  -0.45464  0.031
C  3.10518  -1.19930  -2.05063  -0.671
C  2.22011  -1.54686  -3.23560  -0.788
S  0.42811  -1.44134  -2.83530  0.028
H  -0.70582  -3.23376  -3.93874  0.530
H  0.78381  -3.80087  -3.20289  0.337
H  -0.99995  -4.78599  -1.87597  0.508
H  -1.93726  -3.30549  -1.87716  0.387
H  1.02799  -5.19111  -0.17444  0.544
H  1.36832  -4.08092  1.14936  0.401
H  2.32538  -3.80615  -1.76480  0.260
H  3.33245  -3.97733  -0.32153  0.570
H  4.11201  -1.60740  -2.16342  0.580
H  3.19300  -0.12198  -1.91224  0.266
H  2.41427  -2.54650  -3.61823  0.478
H  2.40057  -0.84931  -4.05172  0.490
Cl  -1.05522  0.93562  7.75467  -0.133
C  -0.54306  0.63771  6.14933  0.381
C  0.78249  0.88063  5.79690  -0.899
C  1.18868  0.64335  4.49918  -0.177
C  0.28142  0.15975  3.55118  0.525
C  -1.03946  -0.09682  3.92404  -0.385
C  -1.45440  0.14720  5.21754  -0.818
C  0.73751  -0.06578  2.17730  0.690
O  -0.02522  -0.80102  1.41742  -0.609
O  1.80285  0.40503  1.72921  -0.954
H  1.47877  1.23316  6.54482  0.460
H  2.22925  0.78436  4.23219  0.533
H  -1.74214  -0.47739  3.19617  0.439
H  -2.47518  -0.04103  5.51897  0.452
N  2.03176  2.95739  1.86270  -0.137
C  1.98289  2.98786  0.37125  -0.931
P  0.36371  2.28539  -0.17678  1.181
O  -0.57340  2.38412  0.97566  -0.966
O  0.58027  0.97709  -0.94372  -0.782
C  -0.33072  3.48101  -1.42573  -0.937
N  -1.68676  3.89564  -0.91031  -0.214
H  1.16048  3.31532  2.26539  0.414
H  2.82177  3.48411  2.23590  0.396
H  2.08467  1.92625  2.13254  0.063
H  2.82006  2.40615  -0.00727  0.332
H  2.08867  4.01726  0.03099  0.640
H  -0.43816  3.03808  -2.41196  0.354
H  0.28425  4.37407  -1.51529  0.401
H  -1.84319  4.90313  -0.97815  0.369
H  -1.73699  3.59050  0.08472  0.326
H  -2.44831  3.43774  -1.41331  0.358

Results
* LUMO energy: -10.35 eV
* electronic energy: -84281.7154 eV
* molecular weight: 653.2 g mol⁻¹
* F_max: 0.07 eV Å⁻¹
* charge: +3
* Kohn-Sham gap: 5.36 eV